# C88H150F21N8O14

A cluster of 13 separate species, C88H150F21N8O14 in total in a non-equilibrium geometry (wB97M-V/def2-TZVPD, the OMol25 dataset).

XYZ file:
```
281
Properties=species:S:1:pos:R:3
C 4.40911 -2.40905 -0.46569
N 4.69102 -3.73426 0.09399
C 5.32172 -4.57918 -0.69943
C 5.67879 -5.82086 -0.26237
C 5.49996 -6.18660 1.07999
C 4.89244 -5.12570 1.84416
C 4.42720 -3.93469 1.40597
C 5.60189 -7.54704 1.49544
C 5.47537 -7.93208 2.81403
C 5.63657 -9.14351 3.31074
N 5.71120 -10.15144 2.42628
C 5.86211 -9.93634 1.10007
C 5.73692 -8.67671 0.57597
C 5.69061 -11.48794 2.94949
H 3.42885 -2.33108 -0.94570
H 5.16363 -2.06507 -1.14917
H 4.53999 -1.71730 0.41297
H 5.47122 -4.12961 -1.65507
H 6.15853 -6.50808 -0.97868
H 4.74831 -5.43175 2.90723
H 3.55563 -2.38621 2.76579
H 5.45466 -7.20380 3.60106
H 5.59406 -9.46516 4.32714
H 6.00332 -10.84310 0.54480
H 5.66987 -8.72256 -0.50682
H 6.39027 -11.48634 3.77582
H 6.04980 -12.24156 2.25446
H 4.66937 -11.78175 3.32110
C -7.95149 -5.59147 7.34219
N -6.75663 -5.44714 6.56069
C -6.85565 -5.12089 5.25284
C -5.76906 -4.94439 4.49911
C -4.48522 -5.04173 5.11580
C -4.40299 -5.42220 6.41669
C -5.61105 -5.47746 7.22158
C -3.23274 -4.83272 4.33493
C -2.35409 -3.82565 4.81298
C -1.41583 -3.30006 3.97205
N -1.12734 -3.90421 2.81565
C -1.79628 -5.05529 2.48082
C -2.85236 -5.50001 3.15738
C -0.08791 -3.35535 1.87526
H -8.01427 -4.62000 7.90543
H -7.91807 -6.33570 8.11358
H -8.72278 -5.70514 6.63522
H -7.87180 -4.99032 4.85085
H -5.82692 -4.70539 3.51224
H -3.46247 -5.63535 6.94134
H -5.57207 -5.84721 8.24682
H -2.44623 -3.33376 5.76621
H -0.71116 -2.49761 4.21279
H -1.49923 -5.59001 1.58421
H -3.37423 -6.32635 2.68176
H 0.13503 -2.33027 2.15525
H -0.52788 -3.38352 0.88730
H 0.74021 -4.02804 1.89188
C -3.06793 3.66870 4.97044
C -1.76345 4.36280 5.25738
C -0.80013 4.05621 4.07992
C 0.68796 4.33472 4.21224
N 1.48387 4.77879 2.95950
C 2.92332 4.74348 3.38855
C 3.66127 5.52966 2.23213
C 2.53818 6.46656 1.61654
C 1.34807 6.23673 2.49739
C 1.06715 3.93634 1.72172
H -2.97355 2.60839 5.18142
H -3.29160 3.65054 3.90671
H -4.00898 3.83194 5.48256
H -1.31364 3.93437 6.19810
H -1.76154 5.43181 5.37312
H -1.20695 4.55198 3.16010
H -0.87569 3.02385 3.79983
H 1.09086 3.40732 4.58167
H 0.87291 5.13378 4.96342
H 3.27878 3.73173 3.56542
H 2.97351 5.30824 4.34934
H 4.03355 4.87983 1.43178
H 4.44413 6.16543 2.64900
H 2.20558 6.27762 0.59302
H 2.92765 7.53228 1.60448
H 0.41067 6.33247 1.97312
H 1.33299 6.84936 3.42686
H 1.78726 4.17052 0.94521
H 0.01745 4.22657 1.37783
H 1.11485 2.85953 1.94506
C -4.27110 1.34987 -5.57341
C -4.19167 0.43560 -4.29362
C -3.30207 0.95612 -3.21402
C -2.92841 -0.23784 -2.34350
N -2.03355 0.06924 -1.14219
C -1.97593 -1.07316 -0.16392
C -1.47849 -0.34848 1.15500
C -2.12694 1.00407 1.07638
C -2.58885 1.18464 -0.37569
C -0.61277 0.32407 -1.64070
H -4.92600 0.86901 -6.24064
H -3.21730 1.56970 -5.91645
H -4.71895 2.31471 -5.44251
H -3.81293 -0.55802 -4.59416
H -5.27070 0.38302 -3.91748
H -3.81206 1.62530 -2.56729
H -2.46933 1.48037 -3.65724
H -2.33614 -1.00221 -2.93244
H -3.79191 -0.77417 -1.99780
H -1.30107 -1.82764 -0.60248
H -2.96709 -1.47111 0.00571
H -0.43312 -0.40395 1.21529
H -1.88345 -1.01389 1.93264
H -1.47488 1.85561 1.43697
H -3.00291 0.97300 1.66410
H -2.29299 2.09235 -0.82575
H -3.67578 1.17916 -0.33704
H -0.73138 0.72333 -2.63208
H -0.14605 -0.69584 -1.73339
H -0.09437 1.03548 -0.94961
C -1.18441 -1.78331 -5.46339
C -0.31988 -0.75895 -4.82907
C 1.01617 -0.58909 -5.50016
C 2.01969 -0.96064 -4.48704
N 3.47194 -0.68731 -4.85569
C 3.88644 -1.11455 -6.23082
C 5.45325 -1.31216 -6.15466
C 5.81216 -1.36549 -4.66148
C 4.49274 -1.39072 -3.91869
C 3.73134 0.81505 -4.63034
H -2.24161 -1.70476 -5.09132
H -0.88461 -2.81627 -5.32055
H -1.19066 -1.61477 -6.56654
H -0.13653 -0.99611 -3.79088
H -0.87871 0.21193 -4.84933
H 1.15933 0.44374 -5.83564
H 1.10726 -1.22212 -6.37481
H 1.91427 -1.94245 -4.16509
H 1.91035 -0.26736 -3.59556
H 3.62277 -0.42532 -7.00755
H 3.22281 -1.96560 -6.36187
H 6.04687 -0.53819 -6.67737
H 5.72924 -2.31327 -6.51610
H 6.39043 -0.52105 -4.36166
H 6.41920 -2.20972 -4.36710
H 4.43579 -0.85010 -2.97508
H 4.13372 -2.37828 -3.77192
H 3.01391 1.33918 -5.32796
H 4.77401 1.00437 -4.83770
H 3.58824 0.90588 -3.59623
C -0.16563 10.35902 -5.60517
C -0.13301 8.86862 -5.78685
C 0.93329 8.25104 -4.88544
C 0.49722 7.04167 -4.13186
N 1.50559 6.17454 -3.47081
C 2.42185 5.48047 -4.52194
C 2.45322 4.03040 -4.09365
C 1.02329 3.81371 -3.63986
C 0.79995 4.99532 -2.73289
C 2.34929 7.05305 -2.50296
H -0.51695 10.79203 -4.67995
H -0.77814 10.94029 -6.32423
H 0.80911 10.88841 -5.83708
H 0.14129 8.69132 -6.81632
H -1.08936 8.45570 -5.50155
H 1.33293 8.97923 -4.23939
H 1.78034 7.91537 -5.50012
H -0.07941 6.35010 -4.79002
H -0.24870 7.30189 -3.36425
H 3.35877 6.03751 -4.52915
H 1.92379 5.55217 -5.55511
H 3.19283 3.80735 -3.36428
H 2.66667 3.45853 -5.03881
H 1.00158 2.83150 -3.09602
H 0.35880 3.75958 -4.51708
H 1.30703 4.93111 -1.72467
H -0.17447 5.28361 -2.45636
H 2.67683 7.89511 -3.07490
H 3.17122 6.55190 -2.07959
H 1.80943 7.41574 -1.62056
C 0.01009 -4.04143 -1.93634
O -0.81291 -4.62913 -0.80998
O 0.06570 -2.72986 -1.80239
C 1.41706 -4.63830 -1.61315
F 1.71462 -4.43541 -0.32055
F 1.38567 -5.96822 -1.86815
F 2.51604 -4.11200 -2.24478
C -2.17056 -4.66838 -1.14549
C -2.54891 -5.94202 -1.85993
H -1.65764 -6.24664 -2.40662
H -2.76477 -6.65217 -1.05688
H -3.40047 -5.79021 -2.52144
H -2.40772 -3.87344 -1.86568
H -2.71418 -4.42599 -0.22075
H -0.39673 -4.36983 -2.97262
C -1.55847 6.29276 0.09628
O -1.93648 6.56383 1.47419
O -0.26823 6.21240 -0.16266
C -2.43513 4.97792 -0.18541
F -2.23482 4.03389 0.69480
F -3.75824 5.26579 -0.30195
F -2.06891 4.46016 -1.37901
C -1.68648 7.96924 1.80003
C -2.07581 8.27938 3.21836
H -3.04017 7.83362 3.47213
H -1.34324 7.90576 3.93426
H -2.14313 9.36102 3.38361
H -2.27692 8.62275 1.05767
H -0.62024 8.24150 1.59145
H -2.03830 7.13984 -0.42406
C 2.81543 -1.62460 4.35779
O 1.82305 -2.11172 5.08360
O 2.71111 -2.04243 3.04502
C 2.73649 -0.14106 4.54860
F 2.87356 0.17748 5.88016
F 3.72843 0.58058 3.88775
F 1.60433 0.42783 4.06616
C 2.05986 -3.21089 5.93273
C 1.01385 -3.11500 6.99457
H 1.11602 -2.17070 7.47480
H 0.02143 -3.29786 6.60000
H 1.34563 -3.80241 7.79939
H 3.11791 -3.11259 6.27297
H 1.96854 -4.15133 5.38166
H 3.80092 -1.91260 4.77636
C -5.94717 -3.29648 1.32566
O -6.92825 -4.05491 0.57669
O -4.87267 -3.93369 1.73795
C -5.69753 -2.05967 0.43179
F -4.94301 -2.38997 -0.65841
F -6.83933 -1.50317 -0.12127
F -5.09961 -1.09706 1.12681
C -6.59313 -5.10303 -0.40598
C -7.86198 -5.62563 -0.96377
H -8.60806 -5.69430 -0.18766
H -8.26871 -4.87187 -1.64043
H -7.78464 -6.53590 -1.59972
H -6.01244 -5.85661 0.13985
H -5.94825 -4.60639 -1.15512
H -6.56105 -2.83955 2.14939
C 1.66095 2.36941 -7.89506
O 1.23405 3.80851 -7.67935
O 2.37300 1.89321 -6.92676
C 0.33715 1.58359 -8.11747
F -0.57477 2.08802 -9.03244
F 0.60216 0.34327 -8.62207
F -0.41166 1.46543 -6.93642
C 1.17938 4.62214 -8.79837
C 0.32746 5.83076 -8.48181
H 0.20743 6.54631 -9.28054
H -0.64624 5.57999 -8.03727
H 0.87590 6.35770 -7.61517
H 0.76103 4.11070 -9.68146
H 2.24448 4.88661 -9.02057
H 2.16379 2.37746 -8.88940
C -4.88558 -2.37114 7.73784
O -4.45252 -2.14082 6.35061
O -5.65594 -3.41752 7.86010
C -3.60759 -2.38738 8.56230
F -3.16492 -1.13295 8.75328
F -3.81812 -2.86728 9.77529
F -2.54312 -3.15982 8.07844
C -5.12476 -1.00155 5.79864
C -6.58869 -1.21580 5.61585
H -7.28408 -0.38962 5.42886
H -6.65882 -1.95700 4.77715
H -7.05038 -1.62530 6.50246
H -4.58862 -0.76318 4.83847
H -4.99218 -0.13870 6.49484
H -5.28314 -1.42992 8.08284
C 4.73733 1.08896 -0.72884
O 5.24317 0.89992 0.63439
O 4.73019 0.01176 -1.41724
C 3.26509 1.64621 -0.52124
F 2.55308 0.98688 0.32662
F 3.15357 3.02982 -0.16455
F 2.55900 1.64100 -1.67487
C 5.89594 2.08073 1.24529
C 6.66055 1.50937 2.38776
H 7.01008 2.43610 2.86900
H 5.91190 1.03942 3.05632
H 7.51423 0.87053 2.11703
H 5.08067 2.75215 1.63685
H 6.44015 2.68393 0.49662
H 5.21339 1.98416 -1.20863
```

Calculated values
strongest force on any atom = 0.0983 Eh/bohr
highest occupied orbital energy = -8.43 eV
E_tot = -191323.1146 eV
charge = +1
orbital gap = 3.93 eV